(1)
This record from the OMol25 dataset describes 2 unconnected molecules or ions with the total composition C2H6FNO in a non-equilibrium geometry. The level of theory is ωB97M-V/def2-TZVPD.

Geometry as XYZ:
```
11
C2H6FNO ωB97M-V/def2-TZVPD
C -0.47 1.13 -0.93
C 0.48 -0.04 0.89
N 0.37 -1.42 0.64
O -0.88 0.09 -1.61
F -0.32 0.58 1.87
H -1.42 1.64 -0.63
H 0.25 1.92 -1.27
H 1.54 0.39 0.83
H 1.17 -1.94 0.91
H -0.42 -1.73 1.25
H -0.30 -0.63 -1.95
```

Summary:
**Gap between HOMO and LUMO**: 8.196 eV
**E_tot**: -8422.6295 eV
**Energy relative to the best compared isomer or geometry (same formula, charge and spin)**: 367.2 kJ/mol
**Charge**: 0

(2)
This record from the OMol25 dataset describes C28H49BINO6 in the gas phase in a non-equilibrium geometry. The level of theory is ωB97M-V/def2-TZVPD.

Geometry as XYZ:
```
86
C28H49BINO6 ωB97M-V/def2-TZVPD
C -3.17 8.04 -0.31
C -2.58 6.64 -0.61
C -2.81 5.64 0.53
O -3.49 4.51 -0.01
C -3.24 3.29 0.65
C -2.73 2.20 -0.35
O -2.59 2.78 -1.64
C -3.53 2.32 -2.60
C -4.95 2.83 -2.35
O -3.39 0.99 -0.27
C -2.50 -0.15 -0.24
B -3.04 -1.36 -1.12
O -4.22 -1.25 -1.84
O -2.35 -2.55 -1.16
C -2.02 -2.95 -2.51
C -0.58 -3.47 -2.62
C -2.46 -0.64 1.21
C -3.35 -0.13 2.13
C -3.25 -0.62 3.40
C -2.35 -1.57 3.77
N -1.48 -2.07 2.90
C -1.56 -1.57 1.67
C -1.18 0.51 -0.77
C 0.12 -0.33 -0.73
C 1.03 -0.01 -1.94
C 2.44 0.48 -1.48
C 3.50 -0.61 -1.70
C 4.70 -0.32 -0.76
C 4.32 -0.68 0.70
C 5.50 -1.41 1.39
C 5.31 -2.94 1.27
C 4.56 -3.48 2.49
C 4.49 -5.00 2.42
O 5.82 -5.51 2.56
C 5.75 -6.85 3.07
C -1.24 1.78 0.04
I 0.15 3.32 -0.47
H -2.53 8.84 -0.68
H -4.16 8.14 -0.77
H -3.32 8.16 0.76
H -3.02 6.28 -1.54
H -1.52 6.78 -0.79
H -3.50 6.12 1.23
H -1.88 5.38 1.04
H -4.17 2.95 1.11
H -2.52 3.40 1.47
H -3.21 2.77 -3.54
H -3.51 1.24 -2.75
H -4.90 3.90 -2.13
H -5.48 2.73 -3.30
H -5.47 2.26 -1.59
H -4.05 -0.87 -2.71
H -2.15 -2.13 -3.23
H -2.69 -3.75 -2.80
H -0.09 -3.02 -3.47
H -0.61 -4.54 -2.83
H 0.00 -3.31 -1.71
H -4.09 0.60 1.85
H -3.93 -0.23 4.16
H -2.32 -1.94 4.79
H -0.84 -1.95 0.96
H -1.38 0.66 -1.84
H -0.19 -1.37 -0.79
H 0.63 -0.17 0.22
H 1.17 -0.88 -2.58
H 0.60 0.76 -2.57
H 2.70 1.35 -2.08
H 2.40 0.82 -0.45
H 3.12 -1.61 -1.51
H 3.85 -0.50 -2.73
H 4.91 0.75 -0.83
H 5.58 -0.88 -1.09
H 3.43 -1.32 0.63
H 4.06 0.21 1.27
H 6.43 -1.10 0.91
H 5.51 -1.13 2.45
H 4.71 -3.13 0.38
H 6.26 -3.46 1.15
H 5.13 -3.17 3.37
H 3.56 -3.04 2.51
H 4.13 -5.28 1.42
H 3.83 -5.37 3.21
H 5.48 -6.81 4.13
H 5.00 -7.41 2.50
H 6.75 -7.26 2.95
H -1.29 1.65 1.11
```

Summary:
**Gap between HOMO and LUMO**: 9.523 eV
**SMILES string**: CCCOC[C@]1(OCC)O[C@](B(O)OCC)(c2cccnc2)[C@H](CCCCCCCCCCOC)[C@H]1I
**E_tot**: -52382.5034 eV
**Charge**: 0

(3)
This record from the OMol25 dataset describes a molecular structure, C26H24BCoIN9O2 in a non-equilibrium geometry. The level of theory is ωB97M-V/def2-TZVPD.

Geometry as XYZ:
```
64
C26H24BCoIN9O2 ωB97M-V/def2-TZVPD
Co -0.20 0.12 0.76
C 1.74 3.24 2.64
C 0.66 2.72 1.92
N 0.97 1.54 1.42
N 2.22 1.25 1.81
C 2.72 2.26 2.54
B 2.84 -0.06 1.32
N 2.13 -1.25 1.99
C 2.62 -2.29 2.67
C 1.60 -3.21 2.82
C 0.51 -2.64 2.17
N 0.83 -1.44 1.69
N 2.51 -0.15 -0.19
C 3.36 -0.20 -1.23
C 2.62 -0.20 -2.40
C 1.30 -0.15 -1.97
N 1.23 -0.11 -0.65
H 1.81 4.18 3.15
H -0.31 3.15 1.76
H 3.72 2.22 2.92
H 4.02 -0.10 1.54
H 3.64 -2.30 2.99
H 1.65 -4.17 3.32
H -0.47 -3.05 2.04
H 4.42 -0.23 -1.06
H 2.99 -0.23 -3.41
H 0.40 -0.13 -2.56
C -1.16 -8.44 -0.72
O -0.76 -7.42 0.18
C -1.72 -6.84 0.95
C -1.28 -5.83 1.80
C -2.18 -5.15 2.60
C -3.54 -5.47 2.56
C -3.95 -6.53 1.77
C -3.06 -7.21 0.95
N -4.56 -4.81 3.30
N -4.38 -3.70 3.86
C -3.64 -2.64 3.33
C -3.32 -1.66 4.27
C -2.47 -0.58 4.00
C -1.92 -0.44 2.74
O -1.08 0.49 2.37
C -2.30 -1.40 1.75
N -1.69 -1.18 0.54
C -2.01 -1.94 -0.48
C -3.02 -2.92 -0.38
C -3.61 -3.16 0.84
C -3.20 -2.44 1.98
H -0.27 -8.76 -1.24
H -1.89 -8.06 -1.44
H -1.59 -9.29 -0.18
H -0.22 -5.59 1.83
H -1.83 -4.38 3.27
H -5.00 -6.81 1.78
H -3.42 -8.02 0.33
H -3.72 -1.81 5.26
H -2.23 0.14 4.77
H -1.49 -1.77 -1.41
H -3.32 -3.46 -1.26
H -4.40 -3.89 0.91
I -2.06 1.17 -2.09
C -1.20 1.50 -0.15
H -2.06 1.75 0.46
H -0.58 2.38 -0.31
```

Summary:
**Gap between HOMO and LUMO**: 6.512 eV
**E_tot**: -91262.0222 eV
**Energy relative to the best compared isomer or geometry (same formula, charge and spin)**: 129.5 kJ/mol
**Charge**: 0

Copy entry 3 word for word.
This record from the OMol25 dataset describes a molecular structure, C26H24BCoIN9O2 in a non-equilibrium geometry. The level of theory is ωB97M-V/def2-TZVPD.

Geometry as XYZ:
```
64
C26H24BCoIN9O2 ωB97M-V/def2-TZVPD
Co -0.20 0.12 0.76
C 1.74 3.24 2.64
C 0.66 2.72 1.92
N 0.97 1.54 1.42
N 2.22 1.25 1.81
C 2.72 2.26 2.54
B 2.84 -0.06 1.32
N 2.13 -1.25 1.99
C 2.62 -2.29 2.67
C 1.60 -3.21 2.82
C 0.51 -2.64 2.17
N 0.83 -1.44 1.69
N 2.51 -0.15 -0.19
C 3.36 -0.20 -1.23
C 2.62 -0.20 -2.40
C 1.30 -0.15 -1.97
N 1.23 -0.11 -0.65
H 1.81 4.18 3.15
H -0.31 3.15 1.76
H 3.72 2.22 2.92
H 4.02 -0.10 1.54
H 3.64 -2.30 2.99
H 1.65 -4.17 3.32
H -0.47 -3.05 2.04
H 4.42 -0.23 -1.06
H 2.99 -0.23 -3.41
H 0.40 -0.13 -2.56
C -1.16 -8.44 -0.72
O -0.76 -7.42 0.18
C -1.72 -6.84 0.95
C -1.28 -5.83 1.80
C -2.18 -5.15 2.60
C -3.54 -5.47 2.56
C -3.95 -6.53 1.77
C -3.06 -7.21 0.95
N -4.56 -4.81 3.30
N -4.38 -3.70 3.86
C -3.64 -2.64 3.33
C -3.32 -1.66 4.27
C -2.47 -0.58 4.00
C -1.92 -0.44 2.74
O -1.08 0.49 2.37
C -2.30 -1.40 1.75
N -1.69 -1.18 0.54
C -2.01 -1.94 -0.48
C -3.02 -2.92 -0.38
C -3.61 -3.16 0.84
C -3.20 -2.44 1.98
H -0.27 -8.76 -1.24
H -1.89 -8.06 -1.44
H -1.59 -9.29 -0.18
H -0.22 -5.59 1.83
H -1.83 -4.38 3.27
H -5.00 -6.81 1.78
H -3.42 -8.02 0.33
H -3.72 -1.81 5.26
H -2.23 0.14 4.77
H -1.49 -1.77 -1.41
H -3.32 -3.46 -1.26
H -4.40 -3.89 0.91
I -2.06 1.17 -2.09
C -1.20 1.50 -0.15
H -2.06 1.75 0.46
H -0.58 2.38 -0.31
```

Summary:
**Gap between HOMO and LUMO**: 6.512 eV
**E_tot**: -91262.0222 eV
**Energy relative to the best compared isomer or geometry (same formula, charge and spin)**: 129.5 kJ/mol
**Charge**: 0

- Which value of charge does entry 3 give?
  0